[1]
64
Properties=species:S:1:pos:R:3 method="wB97M-V/def2-TZVPD" de_lowest_kcal_mol=0.0 e_lumo_ev=-3.2 homo_lumo_gap_ev=8.6241 charge=+1 homo_energy_ev=-11.868
C 2.62878 -2.72629 -0.77639
C 2.67927 -2.64178 -2.28641
O 2.90093 -3.60018 -2.88998
O 2.44163 -1.47202 -2.94583
C 3.57799 -0.57256 -2.88851
C 3.20778 0.89881 -2.73106
C 2.04965 1.35557 -3.63721
C 1.62194 2.83080 -3.39226
C 0.31777 3.00144 -2.52297
C 0.69214 3.40699 -1.08355
C -0.34997 3.09698 0.05095
C -1.63033 2.35370 -0.34538
C -1.58188 0.79248 -0.37751
S 0.05915 0.06286 -0.65133
C -2.37485 0.36476 -1.63555
F -3.60490 0.95233 -1.64884
C -2.47652 -1.15239 -1.81518
N -2.45905 -1.87832 -0.51725
C -3.21582 -1.05346 0.46766
C -2.32111 0.14032 0.87833
C -1.40758 -0.38110 2.00592
C -0.52740 0.66220 2.68988
O -0.18520 0.19365 4.00231
H 3.26441 -1.96165 -0.32416
H 1.63049 -2.58287 -0.36611
H 2.96489 -3.70087 -0.45287
H 4.22102 -0.92367 -2.07828
H 4.14905 -0.72727 -3.80401
H 4.08255 1.46339 -3.05608
H 3.04918 1.10449 -1.66989
H 1.22872 0.64780 -3.52002
H 2.40566 1.26121 -4.66431
H 2.44952 3.30325 -2.86836
H 1.41812 3.27055 -4.36415
H -0.25968 3.80305 -2.97553
H -0.20686 2.05530 -2.59473
H 1.66596 2.98847 -0.82933
H 0.83195 4.48561 -1.09012
H -0.67246 4.05757 0.44884
H 0.18308 2.62579 0.87255
H -2.04362 2.72549 -1.27616
H -2.37620 2.59924 0.41068
H 0.93993 0.79887 0.04838
H -1.87217 0.71289 -2.53487
H -3.35681 -1.37719 -2.41165
H -1.61763 -1.44162 -2.41747
H -2.94465 -2.76855 -0.65471
H -1.51253 -2.11304 -0.20233
H -4.18114 -0.74898 0.08142
H -3.31967 -1.65769 1.36338
H -2.99021 0.87548 1.32404
H -2.07669 -0.74018 2.79205
H -0.82407 -1.25696 1.71693
H 0.41639 0.79102 2.16437
H -1.01292 1.63011 2.79228
H 0.60625 -0.34424 3.87209
C -0.76473 -3.38826 6.17141
O -1.30164 -4.43286 6.47573
N -1.36835 -2.45970 5.36395
N 0.48586 -3.04782 6.60648
H -0.94546 -1.58837 5.09640
H -2.28920 -2.67939 5.03240
H 0.95739 -3.70472 7.20159
H 0.94382 -2.18842 6.37030

---

[2]
64
Properties=species:S:1:pos:R:3 method="wB97M-V/def2-TZVPD" de_lowest_kcal_mol=0.0 e_lumo_ev=-2.6 homo_lumo_gap_ev=7.0922 charge=+1 homo_energy_ev=-9.665
Ga 0.35221 -0.32214 0.45096
C -0.26775 2.07641 2.85730
C 0.22243 3.06641 1.80962
S 0.10685 2.37421 0.14256
C 1.72103 2.71137 -0.58603
C 2.94515 2.21753 0.17592
S 2.94217 0.43336 0.52904
C 3.35021 0.38693 2.28815
C 2.34737 1.05384 3.22524
S 0.63741 0.50992 2.96143
H -1.28770 1.76204 2.63370
H -0.26727 2.53331 3.84667
H 1.23770 3.40508 2.00867
H -0.41602 3.94889 1.85702
H 1.82686 3.78232 -0.76156
H 1.64868 2.22514 -1.56018
H 3.06254 2.74321 1.12253
H 3.83525 2.42567 -0.41758
H 4.33544 0.82979 2.43699
H 3.45501 -0.67505 2.51955
H 2.38097 2.13590 3.12019
H 2.61878 0.82466 4.25526
C 2.60523 -2.36262 -1.77649
Si 1.48538 -1.09156 -2.60758
C 0.54159 -2.02209 -3.91729
C 2.62865 0.17899 -3.38344
N 0.41495 -0.38107 -1.43570
C -0.85561 0.14173 -1.79427
C -1.12311 0.74419 -3.02120
C -2.37888 1.26064 -3.31110
C -3.37853 1.21182 -2.35513
C -3.11737 0.65896 -1.10906
C -1.87436 0.11250 -0.80670
N -1.53643 -0.41717 0.46422
Si -2.73190 -1.19774 1.46127
C -3.83106 0.00334 2.40086
C -3.78782 -2.33544 0.42744
C -1.86605 -2.23228 2.77351
H 3.33244 -2.68020 -2.52975
H 2.06278 -3.26918 -1.48889
H 3.19366 -1.99231 -0.93494
H 1.24569 -2.49774 -4.60458
H -0.12759 -1.39612 -4.50600
H -0.06114 -2.81010 -3.45976
H 3.36498 -0.30851 -4.02713
H 3.18839 0.73018 -2.62184
H 2.09436 0.90839 -3.99568
H -0.33625 0.81506 -3.76116
H -2.56480 1.71138 -4.27675
H -4.35791 1.62019 -2.56591
H -3.89265 0.66639 -0.35341
H -4.62457 0.42380 1.78132
H -3.26820 0.84197 2.81620
H -4.31379 -0.50794 3.23732
H -4.29008 -1.79862 -0.37796
H -4.55603 -2.81408 1.03914
H -3.18407 -3.12274 -0.02975
H -1.19117 -1.66767 3.41906
H -1.33539 -3.11078 2.39551
H -2.65441 -2.62879 3.41962
N 1.01785 -2.19451 1.07177
H 1.50090 -2.29048 1.95968
H 1.60262 -2.59032 0.33768
H 0.17236 -2.75829 1.13142

---

[3]
61
Properties=species:S:1:pos:R:3 method="wB97M-V/def2-TZVPD" de_lowest_kcal_mol=0.0 e_lumo_ev="-12.7 / -16.2" homo_lumo_gap_ev="7.4361 / 5.3210" charge=+4 spin_multiplicity=6 homo_energy_ev="-20.182 / -21.553"
Ir -0.29982 -0.44950 1.93106
P -0.99428 1.72140 1.83708
P -2.36793 -1.45934 1.96247
P 2.10344 0.61866 0.80490
H -1.59799 -1.21018 -0.87501
C -0.56656 -1.56760 -0.95570
C 0.18524 -1.58265 0.34494
H 0.09389 -2.61691 0.75292
C -1.55820 2.22927 0.17014
C -2.36333 1.97785 3.01002
C 0.19775 2.99420 2.36032
C -2.69167 -3.21671 1.55170
C -2.77004 -1.34092 3.72131
C -3.61610 -0.62286 0.91576
C 3.35810 -0.47217 0.00551
C 3.10342 1.40789 2.10727
C 1.98187 1.89469 -0.51514
H -0.63300 -2.60446 -1.30218
H 1.27039 -1.49028 0.12286
H -2.24714 3.07608 0.29912
H -2.08134 1.41518 -0.34294
H -0.70205 2.53533 -0.44287
H -2.44910 3.05633 3.18049
H -2.12168 1.48379 3.95749
H -3.31112 1.58553 2.63384
H 0.81720 3.34242 1.52896
H 0.83924 2.59800 3.15342
H -0.37311 3.84050 2.76104
H -3.72372 -3.43796 1.84691
H -2.01930 -3.86912 2.11054
H -2.59031 -3.40110 0.47944
H -3.40305 -0.47418 3.93829
H -1.84409 -1.26614 4.31192
H -3.29319 -2.25864 4.01151
H -4.48323 -1.28889 0.85336
H -3.24866 -0.44016 -0.09786
H -3.93170 0.32430 1.35127
H 4.30002 -0.39781 0.55881
H 3.51274 -0.16869 -1.03675
H 3.04654 -1.51991 0.02228
H 4.16159 1.21451 1.89658
H 2.83986 0.96252 3.07567
H 2.91636 2.48707 2.13177
H 2.96391 1.94003 -1.01365
H 1.73780 2.88569 -0.11210
H 1.23484 1.58456 -1.26207
C 1.28465 -0.42410 -3.91225
C 0.59896 0.43664 -4.82208
C 0.83237 0.29872 -6.18454
C 1.74780 -0.65265 -6.65967
C 2.46854 -1.45578 -5.77044
C 2.26527 -1.33780 -4.39745
O 0.99757 -0.35767 -2.65434
H 0.02691 -1.03249 -1.89187
H -0.12313 1.13292 -4.39806
H 0.26677 0.93054 -6.87041
H 1.91260 -0.75511 -7.73956
H 3.19530 -2.18283 -6.13784
H 2.78022 -1.93483 -3.65554
O 1.52977 -1.56914 4.07871
C 0.83391 -1.11602 3.27060

---

no.,energy (Ha)
1,-1671.08934
2,-4570.66383
3,-1985.15858